Record 1
Here is a molecular structure, C22H30BCaN6SbSe4 from the OMol25 dataset. Energies are from ωB97M-V/def2-TZVPD.

## Properties
**E_LUMO**: 3.82 eV
**Charge**: -2
**E_HOMO**: -0.92 eV
**Relative energy (zero: lowest compared OMol25 entry of this formula, charge and spin)**: 0.022 eV

Cartesian coordinates (Å):
Ca1 0.44380 -0.55700 -0.40940
C1 0.30770 1.86390 4.80490
C2 -0.46910 0.77240 4.13850
C3 -1.45180 1.08120 3.20470
C4 -2.12140 0.08100 2.51900
C5 -1.83170 -1.25010 2.77860
C6 -0.87310 -1.56670 3.72850
C7 -0.18930 -0.56340 4.39200
H1 0.79820 1.49890 5.70400
H2 -0.33140 2.71170 5.05480
H3 1.08160 2.20990 4.11690
H4 -1.66570 2.12200 2.99260
H5 -2.86950 0.34160 1.77970
H6 -2.36850 -2.03610 2.25750
H7 -0.62240 -2.59800 3.93380
H8 0.59790 -0.83990 5.07790
C8 2.77410 1.08800 -2.56880
C9 1.51210 0.61870 -3.19810
C10 1.03720 0.80800 -4.50450
C11 -0.19110 0.17280 -4.53860
C12 -1.13990 0.04710 -5.68100
N1 -0.40950 -0.35910 -3.31750
N2 0.62490 -0.08670 -2.52320
B1 -1.71040 -0.93070 -2.74110
N3 -2.24530 0.09960 -1.72160
N4 -1.44790 1.03250 -1.19620
C13 -2.20140 1.87270 -0.50510
C14 -1.61840 3.07110 0.16120
C15 -3.54060 1.46370 -0.57690
C16 -3.52300 0.31970 -1.35720
C17 -4.64470 -0.59450 -1.71380
N5 -1.49510 -2.26950 -2.03040
N6 -0.82160 -2.33730 -0.87320
C18 -0.72840 -3.60920 -0.51600
C19 0.03070 -4.05760 0.67480
C20 -1.39420 -4.39790 -1.46600
C21 -1.86730 -3.50960 -2.41270
C22 -2.65510 -3.83330 -3.63600
H9 3.28020 1.80920 -3.20870
H10 3.44240 0.24300 -2.38670
H11 2.55780 1.54700 -1.59910
H12 1.51790 1.34170 -5.30340
H13 -0.71220 0.52300 -6.56040
H14 -2.09070 0.52500 -5.44570
H15 -1.34090 -0.99970 -5.91060
H16 -2.50910 -1.06550 -3.61840
H17 -0.65430 2.81460 0.59710
H18 -2.28520 3.43810 0.93920
H19 -1.45740 3.87200 -0.56520
H20 -4.39510 1.91850 -0.10790
H21 -5.59150 -0.16720 -1.39090
H22 -4.51990 -1.56150 -1.22390
H23 -4.68360 -0.76850 -2.78770
H24 -0.06240 -3.35100 1.50120
H25 1.09180 -4.12170 0.41800
H26 -0.29010 -5.04530 0.99740
H27 -1.50190 -5.46640 -1.47390
H28 -2.85810 -4.90370 -3.64800
H29 -2.10430 -3.56670 -4.53760
H30 -3.60210 -3.29400 -3.64940
Se1 2.96430 -2.19220 -0.75760
Sb1 3.26450 -1.21750 1.55990
Se2 1.69410 0.86090 1.46950
Se3 5.54840 -0.47810 2.00650
Se4 2.52630 -2.85590 3.23330

---

Record 2
Here is a molecular structure, C21H28BBr45N2O3P2 from the OMol25 dataset. Energies are from ωB97M-V/def2-TZVPD.

## Properties
**E_LUMO**: -0.84 eV
**E_HOMO**: -7.74 eV

Cartesian coordinates (Å):
N1 -2.82306 2.30947 -1.60460
P1 -2.58883 1.37918 -3.11257
O1 -1.83215 2.45186 -4.30707
P2 -1.18236 -0.28722 -2.84192
C1 -2.65454 -1.47139 -3.09037
B1 -3.47699 -1.53555 -1.66333
O2 -2.86998 -1.99136 -0.36214
O3 -4.89846 -1.08554 -1.55999
C2 0.11916 -1.67410 -2.75771
C3 -0.12866 -3.19422 -2.10410
C4 1.16070 -4.18810 -2.13736
N2 2.55720 -3.97969 -2.61467
C5 2.84997 -2.64526 -3.21112
C6 1.68396 -1.51654 -3.29791
H1 -2.26082 1.81898 -0.86399
H2 -2.42811 3.26896 -1.81158
H3 -0.97029 2.79324 -3.87971
H4 -0.38397 0.31483 -3.91516
H5 -0.87247 0.09563 -1.46401
H6 -3.39028 -0.93623 -3.86362
H7 -2.40024 -2.50999 -3.56368
H8 -2.17025 -1.26576 -0.19502
H9 -4.92369 -0.55393 -0.69546
H10 -1.19340 -3.49803 -1.67431
H11 0.94307 -5.27923 -1.69849
H12 3.93658 -2.35969 -3.61522
H13 1.98695 -0.46108 -3.75252
C7 -3.63983 -5.76154 -2.02619
Br1 -4.01313 -5.37709 -0.15614
Br2 -4.88924 -4.86013 -3.21396
Br3 -1.79117 -5.37262 -2.49019
H14 -3.78507 -6.83776 -2.16652
C8 -1.52530 -4.89174 2.95782
Br4 -0.37805 -4.34322 4.42994
Br5 -3.36094 -4.29958 3.21112
Br6 -0.81405 -4.32858 1.23704
H15 -1.54010 -5.98664 2.95482
C9 -0.22939 5.39981 0.37076
Br7 -1.11696 5.20166 -1.34889
Br8 -1.38850 6.23385 1.69182
Br9 0.49809 3.71223 1.00868
H16 0.61831 6.07567 0.21703
C10 2.37470 -3.64715 7.39469
Br10 3.52195 -3.09863 8.86682
Br11 0.53906 -3.05498 7.64800
Br12 3.08595 -3.08399 5.67392
H17 2.35990 -4.74204 7.39169
C11 0.75482 -6.55612 -5.56654
Br13 1.39270 -6.44839 -7.40113
Br14 1.19096 -8.26599 -4.74770
Br15 1.38056 -5.05914 -4.49342
H18 -0.33748 -6.48863 -5.60335
C12 3.59305 -2.74116 1.69394
Br16 1.90962 -1.79408 1.46298
Br17 3.53389 -4.52304 0.91564
Br18 5.10143 -1.70969 1.02687
H19 3.74358 -2.86761 2.77114
C13 0.25770 1.71721 4.79419
Br19 -1.35519 1.54955 3.71962
Br20 0.58676 0.12311 5.85952
Br21 1.80181 2.19623 3.71236
H20 0.09048 2.54146 5.49539
C14 0.89391 7.92295 -4.00367
Br22 0.75141 6.01759 -4.36911
Br23 -0.75137 8.64140 -3.25450
Br24 2.43567 8.33330 -2.89071
H21 1.05194 8.42202 -4.96543
C15 -3.34279 4.85722 5.23068
Br25 -4.30215 6.53509 5.45110
Br26 -1.42262 5.08828 5.44033
Br27 -4.03665 3.46734 6.40152
H22 -3.51423 4.52366 4.20191
C16 -4.42939 8.29448 -4.84702
Br28 -5.31696 8.09633 -6.56666
Br29 -5.58850 9.12853 -3.52595
Br30 -3.70191 6.60690 -4.20909
H23 -3.58169 8.97035 -5.00074
C17 3.78549 -9.24776 -9.33095
Br31 5.68772 -9.65238 -9.28581
Br32 3.33115 -8.06836 -10.80979
Br33 2.70163 -10.86310 -9.33411
H24 3.55153 -8.70754 -8.40767
C18 7.09289 -4.95759 -0.87886
Br34 5.48000 -5.12526 -1.95343
Br35 7.42195 -6.55170 0.18647
Br36 8.63700 -4.47858 -1.96069
H25 6.92567 -4.13335 -0.17766
C19 5.10580 11.73621 -3.80499
Br37 4.21823 11.53806 -5.52464
Br38 3.94669 12.57026 -2.48393
Br39 5.83328 10.04863 -3.16707
H26 5.95350 12.41208 -3.95872
C20 -5.20760 6.63156 9.47379
Br40 -6.16696 8.30944 9.69421
Br41 -3.28743 6.86262 9.68344
Br42 -5.90146 5.24168 10.64463
H27 -5.37904 6.29800 8.44502
C21 0.25064 -3.42028 11.53782
Br43 0.10814 -5.32564 11.17238
Br44 -1.39464 -2.70183 12.28699
Br45 1.79240 -3.00993 12.65079
H28 0.40867 -2.92121 10.57607

---

Record 3
Here is 2 unconnected molecules or ions with the total composition C4H14NO from the OMol25 dataset. Energies are from ωB97M-V/def2-TZVPD.

## Properties
**E_LUMO**: -3.42 eV
**Charge**: +1
**E_HOMO**: -15.26 eV
**Relative energy (zero: lowest compared OMol25 entry of this formula, charge and spin)**: 0.553 eV

Cartesian coordinates (Å):
C1 -0.72331 -0.97461 -0.25623
C2 -0.47881 0.49108 -0.63863
C3 -1.31707 0.87465 -1.80821
C4 -0.66326 1.36719 0.62213
N1 0.27142 -1.54412 0.71060
H1 -1.70452 -1.02548 0.21486
H2 -0.66416 -1.65400 -1.10846
H3 0.58670 0.59007 -0.90922
H4 -2.39657 0.78121 -1.65863
H5 -1.12901 1.91495 -2.08459
H6 -1.09530 0.25961 -2.67623
H7 0.22568 1.50909 1.24055
H8 -1.28887 0.80560 1.33913
H9 -1.12130 2.31850 0.36902
H10 0.64016 -2.45345 0.43315
H11 1.09251 -0.91365 0.78441
H12 0.04879 -1.69702 1.70103
H13 3.39790 -0.90000 1.51200
H14 3.47901 0.48637 1.07846
O1 2.84001 -0.23600 1.13487